1.
Density functional theory data (the ωB97M-V functional and the def2-TZVPD basis) for a 2-piece molecular cluster, C14H21N2 overall at a distorted geometry.

Results
Lowest unoccupied orbital energy, eV: -5.0
2S+1: 1
Total charge: +1
Gap between HOMO and LUMO, eV: 6.518

```
37
Properties=species:S:1:pos:R:3:lowdin_charge:R:1
H 0.694 -1.651 1.937 0.114
H -4.763 -2.241 0.747 0.097
C 2.692 -2.451 1.721 -0.050
H 4.444 -2.616 -1.205 0.117
C 2.067 5.256 -0.101 0.014
H 2.142 2.822 -0.987 0.106
H 0.376 2.757 -1.363 0.096
C -4.643 -0.338 -0.821 -0.009
H -4.742 0.701 -0.477 0.112
H 0.222 2.352 1.157 0.067
C -1.070 -1.067 0.014 -0.054
C -3.691 -2.024 0.745 -0.012
H -4.570 -0.332 -1.916 0.110
H -3.386 -1.710 1.753 0.113
H 0.938 1.100 0.324 0.018
H 0.168 -0.515 -1.624 0.137
H -5.522 -0.906 -0.511 0.095
C 1.518 -1.863 1.252 -0.013
H 2.782 -2.695 2.782 0.117
C -2.251 -0.578 -0.578 -0.018
H -2.182 0.155 -1.394 0.160
H 1.967 6.315 0.148 0.060
C 0.158 -0.923 -0.608 -0.003
N 0.981 2.089 0.541 0.001
H -0.019 4.780 -0.053 0.096
C 3.624 -2.397 -0.518 -0.052
H -1.155 -1.634 0.948 0.109
H 4.662 -3.191 1.215 0.119
C 3.749 -2.724 0.843 -0.036
H 3.079 4.870 -0.251 0.065
C 1.011 4.443 -0.220 -0.184
H -3.139 -2.937 0.484 0.114
C 2.462 -1.796 -0.992 -0.008
C 1.132 2.978 -0.591 -0.319
C 1.383 -1.508 -0.115 -0.230
H 2.352 -1.550 -2.051 0.122
N -3.471 -0.971 -0.235 -0.169
```

---

2.
Density functional theory data (the ωB97M-V functional and the def2-TZVPD basis) for a 2-piece molecular cluster, C14H21N2O9 overall at a distorted geometry.

Results
Lowest unoccupied orbital energy, eV: 2.2
2S+1: 1
Total charge: -1
Gap between HOMO and LUMO, eV: 7.767

```
46
Properties=species:S:1:pos:R:3:lowdin_charge:R:1
H -3.216 -0.583 -4.996 0.091
N 1.895 2.081 5.131 0.021
O -0.515 0.369 -2.478 -0.061
H -2.240 4.896 4.972 0.077
H 0.779 -0.455 2.405 0.122
O -2.828 -0.723 -4.119 -0.025
H 1.405 2.942 4.938 0.110
H -1.329 5.007 3.441 0.079
C -1.438 -1.054 -4.237 -0.311
H 1.297 -1.444 -2.088 0.117
H 3.261 3.139 6.324 0.078
C 3.024 2.110 6.055 -0.062
O 1.414 -4.818 -5.921 0.103
H 3.892 1.643 5.587 0.080
H -0.900 2.610 2.673 0.120
C -1.362 -2.474 -4.801 -0.054
H -2.729 3.917 3.565 0.086
C 0.240 -4.411 -5.371 -0.413
C 0.615 -1.663 -2.905 0.036
C 1.321 0.969 4.658 -0.463
H 1.467 -2.380 -6.423 0.101
C 0.097 -2.887 -5.079 -0.409
C -1.885 4.347 4.103 -0.001
C 0.467 0.587 2.317 -0.054
C -0.636 0.665 1.247 -0.667
H -0.446 0.415 -1.475 0.027
C 0.996 -2.530 -3.912 0.001
C -0.984 3.226 4.558 -0.572
O -1.776 1.059 1.580 -0.036
H 1.313 -5.778 -6.009 0.125
O -0.731 3.091 5.747 0.022
H -1.364 -1.482 -2.122 0.163
H -0.942 -0.351 -4.917 0.156
C -0.733 -0.988 -2.869 -0.325
H -0.677 0.450 4.122 0.158
H -1.940 -2.545 -5.727 0.132
H 1.986 -2.972 -3.860 0.103
H 1.326 1.157 1.959 0.123
C 0.096 1.109 3.725 -0.182
O 0.556 -2.119 -6.207 0.001
H 2.767 1.551 6.957 0.083
O -0.659 -5.192 -5.097 0.097
O 1.747 -0.147 4.955 0.030
O -0.317 0.358 0.075 -0.048
N -0.500 2.453 3.591 0.102
H -1.813 -3.156 -4.072 0.139
```

---

3.
Density functional theory data (the ωB97M-V functional and the def2-TZVPD basis) for C14H21N3O in the gas phase.

Results
Lowest unoccupied orbital energy, eV: 0.7
2S+1: 1
Gap between HOMO and LUMO, eV: 9.120
SMILES: CN1CCN(C(=O)[C@H](N)Cc2ccccc2)CC1

```
39
Properties=species:S:1:pos:R:3:lowdin_charge:R:1
C -1.603 3.708 -0.620 -0.082
H 0.606 2.323 0.957 0.117
N -0.505 3.544 -1.553 -0.220
H -2.517 3.886 -1.186 0.085
H 1.544 3.493 -1.700 0.117
N 0.149 1.105 -0.641 -0.052
H 2.754 -3.195 3.182 0.100
C -0.591 0.335 0.185 -0.449
C 0.078 1.169 -2.080 -0.129
H 1.945 -1.098 -0.445 0.110
C 0.951 2.176 -0.068 -0.114
H -2.013 -0.398 -1.297 0.138
H -1.261 -2.804 -1.056 0.122
C -0.024 -3.240 1.260 -0.048
H 3.464 -1.631 1.411 0.102
C -1.469 -0.772 -0.423 -0.306
H -1.978 -1.469 1.399 0.068
H -0.295 2.784 -3.476 0.116
C 0.362 -2.351 0.265 -0.237
H -0.413 0.293 -2.494 0.105
N -2.459 -1.228 0.535 0.058
H 0.517 -4.233 3.074 0.102
C 1.628 -1.782 0.329 -0.047
C -0.675 2.454 -2.502 -0.156
H -3.093 -0.469 0.765 0.081
C 2.087 -2.963 2.365 -0.091
C 0.789 3.459 -0.910 -0.171
H -0.025 -1.727 -1.738 0.109
H -1.741 2.247 -2.608 0.115
O -0.569 0.490 1.396 0.059
C -0.588 -1.974 -0.836 -0.099
H 2.004 1.870 -0.035 0.125
C 2.484 -2.084 1.372 -0.076
H -1.002 -3.697 1.213 0.113
H 1.105 1.195 -2.463 0.126
H -1.764 2.853 0.048 0.082
H 0.926 4.336 -0.275 0.119
C 0.832 -3.543 2.304 -0.079
H -1.403 4.588 -0.010 0.088
```

---

4.
Density functional theory data (the ωB97M-V functional and the def2-TZVPD basis) for C14H21N3O in the gas phase.

Results
Lowest unoccupied orbital energy, eV: 0.3
2S+1: 1
Gap between HOMO and LUMO, eV: 9.044
SMILES: CCCCCCCC(=O)N/N=C/c1cccnc1

```
39
Properties=species:S:1:pos:R:3:lowdin_charge:R:1
C 7.200 -0.807 -0.379 -0.152
H -4.818 0.460 -0.585 0.117
H -1.236 0.649 1.542 0.104
H -1.237 0.823 -1.571 0.109
H -4.485 -2.507 -1.415 0.062
H 8.227 -1.103 -0.547 0.102
H -1.492 2.963 -0.430 0.113
H -4.036 0.478 0.995 0.103
H 6.885 -2.093 1.314 0.100
H -4.120 -2.048 1.005 0.105
H 0.804 -0.023 1.918 0.142
N 6.724 0.098 -1.217 0.058
H -2.847 1.499 -1.791 0.114
H 5.131 1.241 -1.771 0.114
H 2.970 1.266 -0.689 0.112
C 5.145 -0.936 0.816 -0.021
C 4.627 0.020 -0.061 -0.190
C -5.314 -2.211 -0.777 -0.115
C -2.177 1.040 -1.061 -0.203
C -0.901 1.581 1.085 -0.115
H -2.835 2.344 0.535 0.105
H -2.120 -0.795 0.090 0.107
C 0.485 1.414 0.485 -0.459
C 5.477 0.499 -1.062 -0.105
H -5.679 -1.228 1.089 0.102
H -6.001 -1.605 -1.364 0.073
O 0.897 2.067 -0.446 0.078
C -1.903 2.067 0.039 -0.200
C -4.158 -0.103 0.079 -0.228
C 3.267 0.516 0.039 -0.096
N 2.507 0.062 0.956 0.065
H -2.912 -0.915 -1.472 0.105
C -4.824 -1.433 0.439 -0.270
C -2.798 -0.278 -0.593 -0.216
H 4.516 -1.326 1.601 0.106
C 6.452 -1.356 0.654 -0.059
N 1.228 0.461 1.136 0.038
H -0.815 2.331 1.877 0.127
H -5.835 -3.112 -0.462 0.067
```